{
  "formula": "C5H16NO2",
  "method": "the ωB97M-V functional and the def2-TZVPD basis",
  "elements": ["C", "C", "C", "C", "C", "N", "H", "H", "H", "H", "H", "H", "H", "H", "H", "H", "H", "H", "H", "H", "O", "H", "H", "O"],
  "positions_angstrom": [[-0.8080, 1.5288, 0.4651], [-1.2067, 0.1073, 0.2603], [-0.4092, -0.4838, -1.0146], [-0.4318, 0.2380, -2.2425], [-1.1165, -0.2328, -3.3209], [0.8713, 0.4065, 3.1626], [-1.2394, 1.9602, 1.3298], [-1.1379, 2.1640, -0.3534], [0.2828, 1.6139, 0.6054], [-2.2363, -0.0501, -0.0718], [0.7228, -0.3625, -0.5465], [-0.7003, -1.5006, -1.2564], [0.2414, 1.0856, -2.3570], [-1.0281, 0.1775, -4.3231], [-1.7089, -1.1312, -3.2557], [0.6390, 1.3867, 3.2603], [-0.9216, -0.4502, 1.1446], [1.2425, 0.0753, 4.0395], [2.8954, -0.0779, 0.0142], [1.5201, 0.3571, 2.3885], [1.9721, -0.1605, 0.3120], [1.1972, -1.4985, 0.5999], [0.9028, -3.0015, 0.5278], [0.4574, -2.1511, 0.6317]],
  "lowdin_charge": [-0.093, -0.119, -0.096, -0.095, 0.213, 0.049, 0.081, 0.087, 0.085, 0.157, 0.155, 0.126, 0.139, 0.105, 0.101, 0.017, 0.097, 0.024, 0.075, -0.020, -0.116, -0.012, 0.085, -0.046],
  "charge": 1,
  "e_homo_ha": -0.471,
  "lumo_energy_ev": -9.1,
  "orbital_gap_ev": 3.73,
  "e_tot_ha": -404.82577,
  "e_above_lowest_kj_mol": 772.86
}

***

{
  "formula": "C52H43BaCl5NO2P3S",
  "method": "the ωB97M-V functional and the def2-TZVPD basis",
  "elements": ["Ba", "Cl", "C", "C", "Cl", "C", "Cl", "C", "O", "C", "O", "C", "Cl", "C", "S", "C", "C", "C", "N", "P", "C", "C", "C", "C", "C", "C", "C", "C", "C", "C", "C", "C", "P", "C", "C", "C", "C", "C", "C", "C", "C", "C", "C", "C", "C", "H", "H", "H", "H", "H", "H", "H", "H", "H", "H", "H", "H", "H", "H", "H", "H", "H", "H", "H", "H", "H", "H", "H", "H", "H", "H", "H", "H", "H", "Cl", "C", "C", "C", "C", "C", "C", "P", "C", "C", "C", "C", "C", "C", "C", "C", "C", "C", "C", "C", "H", "H", "H", "H", "H", "H", "H", "H", "H", "H", "H", "H", "H", "H"],
  "positions_angstrom": [[-22.4138, 12.5968, -7.8446], [-21.7970, 19.6804, -9.2327], [-22.3891, 18.2120, -8.6847], [-23.1558, 18.1731, -7.5375], [-23.6679, 19.6342, -6.7579], [-23.5757, 16.9631, -6.9906], [-24.6036, 16.8334, -5.6402], [-23.2161, 15.7589, -7.5520], [-23.6575, 14.5985, -7.0911], [-22.4015, 15.7575, -8.7110], [-21.9267, 14.5743, -9.1389], [-22.0535, 16.9858, -9.3067], [-21.0901, 17.0121, -10.7413], [-23.8297, 3.2567, -1.5951], [-24.3940, 3.8046, -3.2395], [-24.4267, 5.6006, -2.8407], [-23.0925, 6.2410, -2.4820], [-23.1672, 7.7302, -2.7114], [-23.2371, 8.1386, -4.0855], [-21.7621, 8.2980, -4.9824], [-21.5025, 6.6913, -5.9503], [-20.3281, 6.4917, -6.6465], [-20.1485, 5.4205, -7.5124], [-21.1918, 4.6083, -7.8012], [-22.3970, 4.8114, -7.0606], [-22.5446, 5.8661, -6.2282], [-20.4086, 8.2611, -3.7971], [-19.9047, 9.5161, -3.3880], [-18.7377, 9.5668, -2.5927], [-18.1263, 8.3733, -2.1355], [-18.6496, 7.1542, -2.5820], [-19.7763, 7.0775, -3.4111], [-24.3455, 9.3109, -4.7822], [-25.9633, 8.5545, -4.4186], [-26.5399, 8.6358, -3.1491], [-27.5399, 7.7514, -2.7847], [-28.0880, 6.9047, -3.7241], [-27.5629, 6.8515, -5.0341], [-26.4658, 7.6208, -5.3785], [-24.2368, 10.7655, -3.7749], [-24.8270, 11.8919, -4.3675], [-24.6952, 13.1813, -3.8864], [-24.0199, 13.3377, -2.6408], [-23.4195, 12.2006, -2.0515], [-23.5340, 10.9030, -2.5993], [-23.6527, 2.1502, -1.6008], [-24.5990, 3.4715, -0.8183], [-22.9553, 3.8463, -1.2919], [-25.1426, 5.7147, -1.9841], [-24.8967, 6.0689, -3.6934], [-22.3096, 5.8674, -3.1256], [-22.7965, 5.9578, -1.4614], [-22.3652, 8.2197, -2.1628], [-24.1803, 8.0400, -2.2158], [-19.5103, 7.1296, -6.4288], [-19.2343, 5.3927, -8.0738], [-21.1351, 3.7949, -8.5638], [-23.1239, 4.0579, -7.2177], [-23.4588, 6.2500, -5.7718], [-20.3925, 10.4634, -3.6442], [-18.2687, 10.5291, -2.2978], [-17.3031, 8.3468, -1.4427], [-18.3027, 6.2269, -2.1830], [-20.1687, 6.1588, -3.6926], [-26.1140, 9.2769, -2.4312], [-28.0073, 7.7954, -1.8260], [-28.9243, 6.2738, -3.4443], [-28.0628, 6.1395, -5.6973], [-25.9579, 7.4660, -6.3491], [-25.3944, 11.7180, -5.2877], [-25.2166, 14.0552, -4.3596], [-23.8385, 14.3444, -2.2420], [-22.9056, 12.4116, -1.1234], [-22.9282, 10.1467, -2.1966], [-21.5042, 13.2074, -4.6035], [-19.8923, 13.5567, -3.9184], [-19.7498, 13.3598, -2.5874], [-18.5409, 13.6270, -2.0244], [-17.4806, 13.9966, -2.8123], [-17.6342, 14.1309, -4.1743], [-18.8649, 13.8974, -4.7589], [-19.0330, 14.1369, -6.6051], [-19.0798, 12.4663, -7.3474], [-19.2164, 12.4522, -8.7424], [-19.2284, 11.2269, -9.4413], [-19.0626, 10.0643, -8.7417], [-18.8743, 10.0654, -7.3801], [-18.9591, 11.2594, -6.6379], [-17.3052, 14.5385, -7.0856], [-16.9646, 15.8811, -6.9703], [-15.6929, 16.3262, -7.2960], [-14.7810, 15.4426, -7.8399], [-15.1528, 14.1267, -8.0734], [-16.3927, 13.6628, -7.6791], [-20.5866, 13.0696, -1.9716], [-18.3513, 13.4628, -0.9816], [-16.5659, 14.2346, -2.3163], [-16.8297, 14.3043, -4.8771], [-19.3647, 13.3973, -9.2442], [-19.4855, 11.3312, -10.4926], [-18.9933, 9.1272, -9.3304], [-18.7246, 9.1717, -6.9089], [-18.8464, 11.2012, -5.5969], [-17.6519, 16.5678, -6.5643], [-15.4695, 17.3897, -7.2244], [-13.7787, 15.7279, -8.0293], [-14.4010, 13.4552, -8.4331], [-16.6042, 12.5597, -7.8827]],
  "lowdin_charge": [1.732, 0.684, -0.779, -0.716, 0.632, -0.657, 0.705, -0.474, -0.449, -0.417, -0.473, -0.613, 0.658, -0.427, 0.770, -0.506, -0.251, -0.312, -0.459, 1.008, -0.358, -0.112, -0.101, -0.075, -0.066, -0.127, -0.395, -0.102, -0.064, -0.065, -0.066, -0.083, 0.969, -0.356, -0.098, -0.087, -0.076, -0.083, -0.109, -0.423, -0.142, -0.094, -0.098, -0.102, -0.091, 0.045, 0.042, 0.017, 0.092, 0.034, 0.082, 0.114, 0.091, 0.138, 0.075, 0.101, 0.119, 0.092, 0.088, 0.078, 0.102, 0.098, 0.096, 0.079, 0.086, 0.101, 0.105, 0.108, 0.105, 0.102, 0.112, 0.112, 0.095, 0.065, 0.699, -0.591, -0.122, -0.087, -0.066, -0.067, -0.366, 1.119, -0.482, -0.181, -0.086, -0.093, -0.061, -0.058, -0.394, -0.108, -0.070, -0.080, -0.082, -0.078, 0.102, 0.111, 0.104, 0.097, 0.104, 0.116, 0.124, 0.060, 0.079, 0.096, 0.112, 0.094, 0.099, 0.132],
  "e_homo_ha": -0.228,
  "lumo_energy_ev": -0.4,
  "orbital_gap_ev": 5.80,
  "e_tot_ha": -5961.30343,
  "e_above_lowest_kj_mol": 249.25
}

***

{
  "formula": "C4H5O2S",
  "method": "the ωB97M-V functional and the def2-TZVPD basis",
  "elements": ["C", "C", "C", "C", "O", "O", "S", "H", "H", "H", "H", "H"],
  "positions_angstrom": [[1.2338, -0.0311, -0.3558], [1.7413, -0.9071, 0.4434], [0.1408, 0.9879, -0.0819], [-1.0759, 0.2533, -0.5692], [-3.7509, 0.3502, -0.3281], [-1.4086, -1.0727, -0.0455], [-2.5439, 0.0788, 0.4287], [1.3759, -0.0750, -1.4089], [2.4464, -1.6838, 0.1393], [0.2893, 1.3054, 0.9747], [0.2747, 1.8555, -0.7314], [1.2771, -1.0612, 1.5346]],
  "lowdin_charge": [-0.268, -0.060, -0.308, -0.514, -0.594, -0.444, 0.797, 0.082, 0.032, 0.091, 0.085, 0.101],
  "charge": -1,
  "e_homo_ha": -0.080,
  "lumo_energy_ev": 3.9,
  "orbital_gap_ev": 6.07,
  "e_tot_ha": -703.96398,
  "e_above_lowest_kj_mol": 454.22
}

***

{
  "formula": "AlFNO2S2",
  "method": "the ωB97M-V functional and the def2-TZVPD basis",
  "elements": ["Al", "N", "S", "O", "O", "S", "F"],
  "positions_angstrom": [[0.6073, -1.6425, -0.4511], [0.0056, 0.8264, -0.7204], [-1.1570, 0.2720, 0.4568], [-2.4423, 0.5665, -0.2609], [-0.8852, -1.2835, 0.3851], [1.5593, 0.6693, -0.5033], [2.3124, 0.5919, 1.0938]],
  "lowdin_charge": [0.861, -0.529, 0.854, -0.359, -0.474, 1.042, -0.395],
  "charge": 1,
  "e_homo_ha": [-0.555, -0.560],
  "lumo_energy_ev": [-8.5, -8.7],
  "orbital_gap_ev": [6.60, 6.51],
  "e_tot_ha": -1343.51830,
  "e_above_lowest_kj_mol": 365.41
}

***

{
  "formula": "C4H11NS2",
  "method": "the ωB97M-V functional and the def2-TZVPD basis",
  "elements": ["C", "C", "S", "S", "C", "C", "N", "H", "H", "H", "H", "H", "H", "H", "H", "H", "H", "H"],
  "positions_angstrom": [[-3.0023, -0.3475, 1.3149], [-2.4390, -0.0423, -0.1308], [-0.7841, 0.7297, -0.0672], [0.2834, -1.1229, 0.0363], [1.6069, -0.6876, -1.0186], [2.2419, 0.7874, -0.7565], [2.7840, 0.9634, 0.6070], [-2.6563, 0.6579, 1.8089], [-4.1361, -0.5806, 1.1972], [-2.4722, -1.2753, 1.7618], [-2.4817, -1.1679, -0.7196], [-3.1428, 0.5928, -0.7048], [2.4176, -1.4313, -1.0384], [1.2250, -0.4685, -2.0637], [3.0385, 0.9626, -1.4853], [1.6679, 1.6564, -1.0745], [2.3804, 1.9084, 0.7863], [2.2379, 0.4315, 1.3243]],
  "lowdin_charge": [-0.209, -0.686, 0.539, 0.538, -0.606, -0.386, -0.038, 0.073, 0.088, 0.078, 0.126, 0.052, 0.076, 0.079, 0.092, 0.065, 0.069, 0.051],
  "e_homo_ha": -0.309,
  "lumo_energy_ev": 0.3,
  "orbital_gap_ev": 8.69,
  "e_tot_ha": -1010.06174,
  "e_above_lowest_kj_mol": 201.22,
  "smiles": "CCSSCCN"
}

***

{
  "formula": "C9H9N2O2",
  "method": "the ωB97M-V functional and the def2-TZVPD basis",
  "elements": ["C", "C", "C", "C", "C", "C", "C", "C", "C", "N", "N", "O", "O", "H", "H", "H", "H", "H", "H", "H", "H", "H"],
  "positions_angstrom": [[-3.3659, 1.2047, 0.0045], [-2.1919, 1.9427, -0.1252], [-3.2108, -0.2654, 0.0785], [-0.9437, 1.3404, -0.1018], [-1.9795, -0.8667, 0.1170], [-0.7745, -0.0716, 0.1227], [0.5006, -0.6276, 0.0740], [2.9112, -0.8007, -0.4975], [2.2986, -1.9604, 0.2803], [2.6509, 1.5573, 0.1067], [2.3222, 0.4235, -0.0101], [2.1368, 2.5675, 0.2694], [0.8456, -1.8424, 0.1901], [-4.2984, 1.8115, -0.0507], [-2.3645, 2.9571, -0.0698], [-4.0720, -0.9550, 0.1199], [-0.1175, 1.9106, -0.0735], [-1.9393, -1.9168, 0.1729], [3.9769, -0.7074, -0.2667], [2.5852, -0.7660, -1.5530], [2.5380, -2.9119, -0.1041], [2.4920, -2.0233, 1.3163]],
  "lowdin_charge": [0.036, -0.040, -0.019, 0.046, 0.003, -0.143, 0.021, -0.086, -0.054, -0.118, 0.067, 0.117, 0.081, 0.136, 0.094, 0.122, 0.052, 0.110, 0.155, 0.157, 0.131, 0.133],
  "charge": 1,
  "e_homo_ha": [-0.462, -0.462],
  "lumo_energy_ev": [-5.2, -5.2],
  "orbital_gap_ev": [7.38, 7.38],
  "e_tot_ha": -607.84922,
  "e_above_lowest_kj_mol": 731.41
}

***

{
  "formula": "C5H6O2",
  "method": "the ωB97M-V functional and the def2-TZVPD basis",
  "elements": ["O", "C", "C", "C", "O", "C", "C", "H", "H", "H", "H", "H", "H"],
  "positions_angstrom": [[2.3580, -0.8061, -0.7673], [1.5016, -0.0980, -0.3214], [0.0106, -0.0798, -0.4453], [-0.5097, 1.2769, -0.8228], [-1.6841, 1.5558, -0.9103], [-0.1670, -0.3789, 1.0664], [-1.0911, -0.9909, 0.0386], [1.6778, 0.7177, 0.5606], [0.2670, 2.0390, -1.0410], [0.2040, 0.5700, 1.5428], [0.5239, -1.1586, 1.3911], [-2.0614, -0.5710, -0.2131], [-1.0297, -2.0762, -0.0782]],
  "lowdin_charge": [0.085, -0.292, -0.335, -0.209, 0.063, -0.071, -0.010, 0.160, 0.137, 0.132, 0.113, 0.106, 0.122],
  "e_homo_ha": -0.364,
  "lumo_energy_ev": 0.4,
  "orbital_gap_ev": 10.35,
  "e_tot_ha": -344.46250,
  "e_above_lowest_kj_mol": 366.03,
  "smiles": "O=CC1(C=O)CC1"
}

***

{
  "formula": "C2H3Br",
  "method": "the ωB97M-V functional and the def2-TZVPD basis",
  "elements": ["C", "C", "H", "H", "Br", "H"],
  "positions_angstrom": [[0.1680, 1.2592, -1.6741], [0.1411, 1.0293, -0.4829], [0.2806, 1.7316, -2.6442], [0.2112, 0.6104, 0.4534], [-0.8646, -2.6567, 2.6362], [0.0637, -1.9738, 1.7115]],
  "lowdin_charge": [-0.002, -0.001, 0.025, -0.021, 0.262, -0.262],
  "e_homo_ha": -0.399,
  "lumo_energy_ev": 0.5,
  "orbital_gap_ev": 11.39,
  "e_tot_ha": -2651.92673,
  "e_above_lowest_kj_mol": 132.80,
  "smiles": "C#C.Br"
}